(1)
The following is a quantum chemistry calculation of a cluster of 3 separate species, C21H37BF6NO6 in total at a distorted geometry, from the OMol25 dataset.

```
72
Properties=species:S:1:pos:R:3:lowdin_charge:R:1
F 1.20105 -1.59137 -7.70751 0.164
F -0.62896 -1.68596 -8.88091 0.169
F 0.54533 -3.49234 -8.54256 0.169
F 4.36325 0.30750 1.24104 0.149
F 5.36031 -1.54836 0.68352 0.174
F 5.71948 0.26719 -0.46153 0.177
O -4.17995 -2.28546 1.39683 0.182
O 4.02187 -1.26316 -1.83892 0.055
O 2.44609 -0.65171 -0.34878 0.133
O -4.44525 -0.85742 -0.49521 0.186
O -0.22543 -2.46104 -5.60100 0.149
O -1.84759 -3.13664 -7.01721 0.041
N -1.88930 -0.50905 2.37824 0.201
C -2.53239 -0.33172 1.06077 -0.136
C -1.33632 -0.19255 0.13186 -0.051
C -0.83502 1.61275 6.99774 -0.065
C -3.39335 -2.28917 -5.32767 -0.059
C 0.09430 -0.08787 3.64107 -0.070
C -0.27773 0.47690 1.05061 -0.184
C -0.69479 -0.05476 2.38072 -0.148
C 2.07024 2.33218 1.49564 -0.046
C 0.12868 0.99244 5.97029 -0.416
C 0.88711 2.64668 0.56816 -0.404
C 3.01581 -1.67302 -2.79585 -0.174
C -2.70568 -3.50134 -5.91820 -0.190
C 2.43619 -0.48690 -3.53287 -0.046
C -0.70592 0.53507 4.79678 -0.174
C 1.14886 2.06867 5.57341 -0.051
C 3.59230 -0.78421 -0.69489 -0.388
C 0.12930 -2.34066 -7.98822 -0.532
C -0.66327 -2.63842 -6.70329 -0.398
C -0.40301 2.01979 1.09109 -0.102
C 0.70764 4.15620 0.49026 -0.064
C 4.79055 -0.42970 0.20589 -0.525
B -3.78675 -1.20847 0.65015 -0.595
H -3.93847 -1.74690 -6.10026 0.086
H 0.65344 3.03281 5.55760 0.080
H -4.73654 -2.04376 2.15497 0.127
H 0.70525 0.10056 0.80513 0.120
H 0.26996 -1.14356 3.83480 0.150
H -1.22031 2.32141 0.45031 0.122
H 3.22881 0.09154 -4.00773 0.090
H 0.53234 4.52422 1.49251 0.083
H -2.93049 0.68938 1.10227 0.157
H -2.13351 -4.04803 -5.16987 0.125
H -0.55708 2.38531 2.10189 0.128
H 1.08191 2.23606 -0.41418 0.133
H 2.28737 3.19652 2.10703 0.085
H -0.18014 4.38096 -0.08834 0.078
H -2.38862 -0.93983 3.14297 0.180
H 2.24510 -2.25486 -2.29280 0.125
H 1.73978 -0.82622 -4.29909 0.074
H 0.66837 0.18421 6.45165 0.138
H -0.36776 1.76060 7.95791 0.086
H -3.43831 -4.18509 -6.33958 0.128
H -4.97762 -0.06157 -0.32136 0.132
H 1.56234 4.63699 0.03992 0.088
H -2.67172 -1.60104 -4.88835 0.073
H 1.89608 1.46280 2.10860 0.045
H -1.19570 2.54256 6.57813 0.078
H 2.93455 2.14468 0.88074 0.070
H -1.49179 -0.13832 5.11562 0.112
H -0.96448 -1.12417 -0.27268 0.135
H -1.70147 0.96814 7.08496 0.074
H 1.04255 0.39532 3.48455 0.090
H -4.09497 -2.59537 -4.55257 0.082
H 1.90412 0.18071 -2.85471 0.069
H 1.90383 2.13023 6.34310 0.087
H -1.21697 1.41769 4.41449 0.125
H -1.68548 0.43646 -0.67168 0.131
H 3.52906 -2.33545 -3.48749 0.131
H 1.59890 1.91092 4.60206 0.052
```

Values from the calculation:
- orbital gap (eV) = 10.06
- charge = +1
- LUMO energy (eV) = -3.110

(2)
The following is a quantum chemistry calculation of a cluster of 8 separate species, C29H39N7O in total at a distorted geometry, from the OMol25 dataset.

```
76
Properties=species:S:1:pos:R:3:lowdin_charge:R:1
O -0.16109 -0.03950 -0.58089 -0.164
N -2.41711 -0.13044 3.06829 0.038
N 0.47979 2.01391 -5.43478 -0.002
N -2.34599 -2.66444 0.30237 0.032
N 3.24205 -4.22421 -0.94700 0.011
N -3.03351 3.40683 3.68458 0.010
N 1.65644 -0.49903 1.52387 0.028
N 2.62099 3.74674 0.53778 0.012
C 0.54364 0.43904 -3.89226 -0.109
C -3.39382 -2.08915 3.32577 -0.133
C 2.33928 -2.27713 -1.51920 -0.110
C -4.24541 -1.24303 2.54798 -0.121
C -2.27387 -1.37025 3.62857 -0.147
C -3.39348 3.62888 1.51353 -0.113
C 3.48790 3.04005 -1.37436 -0.097
C -1.30295 0.78764 -0.62179 -0.132
C 0.48367 1.79237 -4.08476 -0.136
C 1.14264 -1.27706 2.52228 -0.161
C -0.89042 -3.31269 -1.25086 -0.106
C 2.40009 2.18540 -1.01748 -0.108
C 3.14227 -2.75215 -2.59594 -0.101
C -1.15294 -3.30136 0.09755 -0.145
C 3.61247 3.97411 -0.38843 -0.139
C 0.59633 -0.17778 -5.17357 -0.105
C -3.61559 -0.03902 2.41731 -0.137
C 3.28244 -0.76593 3.00894 -0.111
C -2.85162 -2.23390 -0.89466 -0.143
C -1.80327 3.38077 3.08401 -0.154
C -1.96034 -2.60356 -1.87067 -0.106
C 1.86974 2.67275 0.14185 -0.159
C 3.68980 -3.94860 -2.21011 -0.145
C 2.40196 -3.22350 -0.53189 -0.145
C -4.01282 3.55091 2.73691 -0.140
C 2.95325 -0.18639 1.80642 -0.134
C 2.13149 -1.46363 3.45918 -0.119
C 0.56109 0.82577 -6.10934 -0.143
C -1.99200 3.52757 1.73239 -0.116
H -5.03354 3.66123 3.05893 0.110
H -1.76602 0.62848 3.17879 0.126
H -0.90340 3.19856 3.64840 0.108
H 4.11933 2.92946 -2.23935 0.092
H 2.40267 4.38715 1.27847 0.141
H -2.07217 0.40915 -1.29242 0.078
H 0.48628 2.60637 -3.38100 0.102
H 4.39953 -4.55577 -2.74407 0.102
H -1.04739 1.81560 -0.87950 0.072
H 0.70217 -1.22148 -5.41942 0.089
H -5.21478 -1.50353 2.15608 0.096
H 0.12870 -1.63340 2.46226 0.073
H -3.73899 -1.62485 -0.90900 0.111
H 1.98992 1.38791 -1.61388 0.073
H 1.17152 -0.16362 0.69980 0.084
H 0.48033 2.90834 -5.88890 0.141
H -1.75719 0.85912 0.37681 0.058
H 3.54403 -5.00076 -0.38891 0.142
H 1.03732 2.34881 0.74552 0.099
H 1.92104 -3.31401 0.42810 0.100
H -3.84215 0.83761 1.83558 0.096
H 2.04754 -2.03568 4.36966 0.084
H -0.04308 -3.76983 -1.72699 0.089
H -3.17841 3.29435 4.67156 0.147
H -0.45285 -0.96253 -0.64029 0.048
H 4.29484 4.79652 -0.25892 0.104
H 4.25113 -0.70014 3.47526 0.085
H 0.57183 0.80580 -7.18538 0.103
H -2.80389 -2.66616 1.20159 0.094
H -3.50666 -3.15577 3.44626 0.099
H 3.29217 -2.29297 -3.55965 0.089
H -1.25185 3.55786 0.95073 0.079
H 1.81533 -1.33995 -1.45899 0.063
H -1.39034 -1.63052 4.18546 0.107
H -3.91162 3.72873 0.57390 0.095
H 3.47262 0.51953 1.18040 0.102
H -2.05879 -2.44480 -2.93255 0.097
H 0.65358 -0.12419 -2.98183 0.062
H -0.59985 -3.69063 0.93589 0.105
```

Values from the calculation:
- orbital gap (eV) = 8.35
- charge = 0
- LUMO energy (eV) = 0.577

(3)
The following is a quantum chemistry calculation of a cluster of 2 separate species, C5H15N2S in total at a distorted geometry, from the OMol25 dataset.

```
23
Properties=species:S:1:pos:R:3:mulliken_spin:R:1
S -2.50705 1.07394 0.84324 0.943
N 0.94315 -0.48542 -0.18953 -0.002
N -2.52313 -1.15681 -1.12292 -0.012
C 2.15090 0.04193 -0.75225 0.001
C -0.02035 -0.93834 -1.13344 0.003
C 2.75270 1.31159 1.36987 0.000
C -1.27440 -1.35841 -0.36106 -0.080
C 3.18822 0.28782 0.31688 0.000
H -1.45728 -0.62089 0.37769 0.149
H 1.92394 0.96216 -1.32028 -0.001
H 4.16178 0.50043 -0.11430 0.000
H 1.99300 0.87840 2.02364 0.000
H 2.31530 2.20603 0.92346 0.000
H 3.32386 -0.66714 0.83990 0.000
H -2.57750 -0.18342 -1.46807 -0.003
H 0.38481 -1.77587 -1.70407 0.003
H -1.14288 -2.37069 0.01557 0.000
H 2.45178 -0.69452 -1.49548 0.001
H -0.31364 -0.17779 -1.87823 0.003
H 0.52468 0.10990 0.51492 -0.009
H 3.59050 1.57054 2.00591 0.000
H -2.71844 -1.76727 -1.91356 0.003
H -3.31534 -1.24983 -0.47644 0.003
```

Values from the calculation:
- orbital gap (spin up / spin down) (eV) = 7.30 / 6.82
- ⟨S²⟩ = 0.7534
- charge = 0
- 2S+1 = 2
- LUMO energy (spin up / spin down) (eV) = -0.033 / -0.089
- relative energy (zero: lowest compared OMol25 entry of this formula, charge and spin) (eV) = 1.368

(4)
The following is a quantum chemistry calculation of a structure of composition C29H36N3P2RhS3Sb at a distorted geometry, from the OMol25 dataset.

```
75
Properties=species:S:1:pos:R:3:mulliken_spin:R:1
Sb -0.89179 -2.97315 5.99683 -0.016
Rh 0.08446 -0.29923 1.25535 0.869
S -0.24965 -4.62653 4.56600 0.052
S -0.99143 -1.01823 3.16985 0.025
S 0.10621 -0.93450 4.84879 -0.013
P 1.08128 0.09653 -0.76187 0.026
P -1.69602 1.15011 0.49310 0.067
N 2.09635 -0.35933 2.51444 0.059
N -2.43007 1.48963 -2.16014 0.003
N -0.05859 0.48593 -3.17815 0.002
C 1.92664 -2.60511 1.75434 -0.177
C -1.93554 2.96558 0.69342 0.029
C 3.69880 -1.87195 3.40215 -0.002
C -1.05139 0.83343 -4.01852 0.002
C -0.90175 0.70397 -5.40705 0.000
C 1.63115 -4.83794 0.89058 -0.004
C -3.71487 0.70857 2.35417 0.007
C -0.26203 0.59593 -1.88262 0.046
C 0.07816 -3.10412 0.28970 -0.153
C 0.79062 -2.19043 1.05766 0.262
C 1.72401 2.67770 -0.04892 -0.001
C 2.60291 -1.60030 2.58114 -0.040
C 2.33895 -3.93707 1.66159 -0.003
C -1.48367 1.07548 -1.34824 -0.071
C -2.27256 1.35453 -3.49194 0.003
C -3.45914 0.52658 0.85534 -0.028
C -4.59015 1.24533 0.11263 0.001
C 0.49548 -4.42573 0.20503 0.007
C -1.92930 1.05800 -6.24621 0.000
C -3.13583 1.55233 -5.72951 0.001
C -3.46053 -0.96256 0.49130 0.039
C -3.30452 1.70592 -4.37472 -0.001
C 2.31971 1.52097 -0.85410 -0.010
C 2.59254 1.98087 -2.28621 -0.001
C 2.62702 0.61300 3.24808 -0.005
C 3.70970 0.41664 4.08370 0.005
C 3.61777 1.03746 -0.20508 -0.001
C 4.25510 -0.85769 4.15540 -0.001
C 1.89639 -1.20992 -1.73570 0.012
H 2.46541 3.46818 0.09176 0.000
H -2.61149 3.32674 -0.08056 0.007
H 1.67294 2.22023 -2.81544 0.000
H 4.11006 0.28409 -0.82204 0.000
H -0.97806 3.47519 0.60917 -0.011
H -2.67898 -1.49771 1.03427 -0.003
H 2.21673 -0.81358 -2.69661 -0.002
H 3.21008 -4.28101 2.20538 0.000
H 2.74078 -1.60838 -1.17505 -0.001
H -1.80045 0.95702 -7.31574 0.000
H -0.06747 -5.13630 -0.38889 -0.003
H -4.22848 2.09449 -3.96508 0.000
H 1.17902 -2.01115 -1.90312 0.003
H -5.52524 0.70999 0.30118 -0.001
H -2.34877 3.16831 1.67993 -0.001
H -3.94454 1.81416 -6.39861 0.000
H -3.79870 1.76411 2.62155 0.000
H 4.10858 1.23728 4.66338 0.000
H 4.09564 -2.87495 3.45563 -0.001
H 1.38974 2.33367 0.93211 0.010
H 3.21607 2.87898 -2.26788 0.000
H 5.10227 -1.05807 4.79854 0.000
H 1.94740 -5.87197 0.83852 0.000
H -2.92808 0.26197 2.95773 -0.003
H 3.42779 0.60891 0.77848 0.000
H -4.71728 2.26837 0.47086 0.000
H -4.42009 1.27253 -0.95287 0.001
H -4.65616 0.21940 2.61874 0.000
H 3.12340 1.21718 -2.85527 0.000
H 0.03520 0.31814 -5.78875 0.000
H -3.29482 -1.09608 -0.58169 -0.003
H 4.30504 1.87864 -0.08617 0.000
H 0.86985 3.10474 -0.57978 0.000
H -4.42001 -1.41610 0.74916 0.000
H -0.80999 -2.78447 -0.24582 0.013
H 2.15811 1.58677 3.16139 0.006
```

Values from the calculation:
- orbital gap (spin up / spin down) (eV) = 5.02 / 5.13
- ⟨S²⟩ = 0.7611
- charge = 0
- 2S+1 = 2
- LUMO energy (spin up / spin down) (eV) = -1.209 / -1.207
- relative energy (zero: lowest compared OMol25 entry of this formula, charge and spin) (eV) = 2.415

The highest charge belongs to which entry? C21H37BF6NO6

What is the charge in the first record? +1